1.
Density functional theory data (the ωB97M-V functional and the def2-TZVPD basis) for a 5-piece molecular cluster, C2H12O6 overall.

Computed properties:
E = -14553.383 eV
energy above the lowest of the compared OMol25 structures with the same formula, charge and spin = 35.5 kcal/mol
LUMO = 0.347 eV
frontier orbital gap = 10.9 eV
SMILES = CC(=O)O.O.O.O.O
net charge = 0

The geometry in XYZ format:
```
20
Properties=species:S:1:pos:R:3:forces:R:3:lowdin_charge:R:1
C -0.5069 -2.4531 -1.2254 -1.3 -1.7 -1.5 -0.004
C -0.8810 -1.0409 -0.8616 0.0 0.9 0.6 -0.614
O -1.9551 -0.6017 -0.5773 -1.2 -0.6 -0.3 0.108
O 0.1880 -0.2495 -0.7512 2.2 0.8 -0.7 0.000
H -1.4616 -3.1605 -1.1978 2.1 1.6 0.0 0.129
H 0.2747 -2.8730 -0.5622 -0.4 0.4 -0.4 0.073
H -0.0927 -2.4508 -2.3072 -0.6 0.0 1.8 0.116
H 0.2136 0.7783 -0.9368 -0.8 -1.3 0.5 0.130
O 0.3810 1.1528 1.6276 -1.8 1.3 0.2 0.010
H 1.0992 1.1148 2.2016 1.9 -0.4 1.8 0.046
H 0.3388 0.3475 1.1475 -0.1 -1.3 -0.7 0.008
O 0.8019 2.3276 -0.5167 3.0 -2.1 -1.0 -0.040
H 0.1018 2.8552 -0.2521 -2.4 1.6 0.7 -0.011
H 1.1313 1.8943 0.3185 -0.7 1.0 -1.0 0.043
O -2.0736 2.5758 0.1617 4.8 2.4 1.6 -0.016
H -2.8241 2.1027 0.0853 -3.9 -2.7 -0.4 -0.030
H -1.6169 2.2606 0.9841 -0.8 0.2 -1.1 0.057
O 2.3994 -1.4708 1.2601 2.8 -0.5 -1.0 -0.063
H 2.9661 -1.6825 0.4445 -1.5 0.6 1.8 0.096
H 1.5160 -1.4269 0.9574 -1.3 0.0 -0.8 -0.038
```
Forces are in eV/Å.

***

2.
Density functional theory data (the ωB97M-V functional and the def2-TZVPD basis) for a 3-piece molecular cluster, C2H13N2O2 overall.

Computed properties:
E = -9351.934 eV
energy above the lowest of the compared OMol25 structures with the same formula, charge and spin = 62.3 kcal/mol
LUMO = -3.573 eV
frontier orbital gap = 10.2 eV
net charge = +1

The geometry in XYZ format:
```
19
Properties=species:S:1:pos:R:3:forces:R:3:lowdin_charge:R:1
N 0.1053 1.4331 1.1661 -0.8 1.4 4.8 0.114
C 0.2462 -0.1092 1.2406 1.2 -0.1 -1.7 -0.093
C 0.5954 -0.7575 -0.2671 2.1 0.9 3.2 -0.241
N 1.2741 0.1844 -1.1315 1.3 -0.3 -0.8 -0.032
H 0.4966 1.8389 0.3039 -0.5 -0.1 -0.3 0.121
H -0.8758 1.6986 1.4796 0.8 -0.4 -2.0 0.176
H 0.4885 2.0294 2.0798 0.1 -2.3 -3.0 0.242
H 1.1264 -0.3369 1.9429 -1.9 0.2 -0.9 0.141
H -0.7583 -0.5449 1.3912 0.8 0.4 1.0 0.118
H 1.1754 -1.6367 0.1208 0.0 0.6 -1.0 0.119
H -0.2737 -1.1703 -0.6494 -1.8 -0.3 -1.0 0.075
H 2.3415 0.0912 -1.0191 -2.4 0.2 -0.8 0.127
H 0.9390 0.1950 -2.1490 1.0 -0.2 2.2 0.125
H 0.0126 4.5407 -1.9412 0.0 -0.1 1.3 0.042
H -0.8858 3.8875 -2.7612 -0.7 -0.8 1.8 0.078
O -0.7000 3.8924 -1.7676 0.7 0.8 -3.0 -0.111
H -2.1795 -5.0297 0.8266 1.5 0.4 0.0 0.066
H -0.8224 -4.4632 0.2334 -0.2 -0.1 -0.5 0.009
O -1.2362 -4.7951 1.0250 -1.3 -0.3 0.5 -0.075
```
Forces are in eV/Å.

***

3.
Density functional theory data (the ωB97M-V functional and the def2-TZVPD basis) for a 3-piece molecular cluster, C2H13N2O2 overall.

Computed properties:
E = -9354.440 eV
energy above the lowest of the compared OMol25 structures with the same formula, charge and spin = 4.5 kcal/mol
LUMO = -2.801 eV
frontier orbital gap = 10.9 eV
net charge = +1

The geometry in XYZ format:
```
19
Properties=species:S:1:pos:R:3:forces:R:3:lowdin_charge:R:1
C -1.2445 -0.6136 0.1927 0.0 0.1 -0.1 -0.245
N -1.7185 -0.1560 -1.1059 0.6 0.0 -0.1 0.008
C -0.0185 0.2245 0.5918 -1.3 -0.4 0.5 -0.168
N 0.9108 0.1308 -0.5588 1.1 0.8 0.8 0.170
H -0.9488 -1.6658 0.1144 -0.1 0.2 0.1 0.107
H -1.9947 -0.5195 0.9752 0.0 -0.1 0.1 0.123
H -1.9900 -0.8969 -1.7290 -0.3 -0.1 0.0 0.086
H -2.4334 0.5506 -1.0522 -0.1 0.0 -0.1 0.091
H 0.3828 -0.2055 1.5146 0.4 0.3 -0.4 0.122
H -0.3245 1.2612 0.7387 0.3 -0.1 -0.1 0.112
H 1.4546 0.9991 -0.6710 -0.2 -0.1 0.2 0.138
H 1.5611 -0.6432 -0.3865 -0.4 -0.1 -0.6 0.158
H 0.3095 0.0768 -1.3943 -0.2 -0.5 -0.1 0.141
H 1.9432 -2.9013 1.5422 0.0 0.0 -0.1 0.059
H 0.4675 -3.2288 1.6049 0.0 0.0 -0.1 0.061
O 1.1008 -2.6786 1.1263 0.1 0.0 0.2 -0.052
H 0.5766 3.6620 -1.2031 0.0 -0.1 0.1 0.067
H 1.2492 3.5523 0.1674 -0.1 0.0 -0.1 0.069
O 0.7168 3.0521 -0.4674 0.3 0.1 0.0 -0.047
```
Forces are in eV/Å.